1.
This record from the OMol25 dataset describes a 2-piece molecular cluster, C3H10N2 overall at a distorted geometry. The level of theory is the ωB97M-V functional and the def2-TZVPD basis.

Geometry as XYZ:
```
15
Properties=species:S:1:pos:R:3
H -1.456 0.822 -1.804
N 3.646 -2.245 1.146
H 3.886 -4.054 0.256
C -1.674 0.364 -0.840
H -2.461 -0.386 -0.981
N -1.103 2.487 0.251
H -0.794 -0.144 -0.450
H -1.139 2.893 1.181
H 3.188 -2.827 -0.855
H -1.374 3.248 -0.359
H -3.105 1.825 -0.039
H -2.281 0.931 1.119
C -2.108 1.418 0.162
C 3.533 -3.018 0.175
H 3.240 -1.314 1.038
```

Molecular weight in g mol⁻¹: 74.127
Structure (SMILES): C=N.CCN
Lowest unoccupied orbital energy in eV: 1.00
Maximum force in eV/Å: 1.72

=====

2.
This record from the OMol25 dataset describes a 2-piece molecular cluster, C3H10N2 overall at a distorted geometry. The level of theory is the ωB97M-V functional and the def2-TZVPD basis.

Geometry as XYZ:
```
15
Properties=species:S:1:pos:R:3
H 0.735 1.476 0.338
H -0.319 -1.364 -3.143
H 0.294 -0.005 -0.637
C 0.090 -1.349 -2.110
H -0.567 -3.130 -1.708
N 0.294 -0.106 -1.643
H 1.410 0.272 1.388
N 0.085 -2.416 -1.412
C -0.688 0.802 1.890
H -1.435 0.732 1.088
H -0.741 -0.183 2.382
H 1.187 1.878 1.951
H -1.074 1.634 2.494
H 0.035 0.657 -2.239
C 0.694 1.102 1.360
```

Molecular weight in g mol⁻¹: 74.127
Structure (SMILES): [H]/N=C/N.CC
Lowest unoccupied orbital energy in eV: 1.00
Maximum force in eV/Å: 2.93

=====

3.
This record from the OMol25 dataset describes a 2-piece molecular cluster, C3H10N2O overall at a distorted geometry. The level of theory is the ωB97M-V functional and the def2-TZVPD basis.

Geometry as XYZ:
```
16
Properties=species:S:1:pos:R:3
H -1.191 -2.973 1.205
H 3.673 2.358 -0.736
H 2.556 3.627 -1.119
C 2.607 2.602 -0.789
H -4.195 -2.586 0.713
N 2.061 1.720 -1.741
H -3.345 -4.047 0.293
H 2.079 1.515 0.829
H 1.174 2.740 0.672
C -3.216 -2.969 0.420
H 2.188 0.752 -1.944
O -2.428 -1.923 2.399
N 2.168 2.508 0.601
C -2.186 -2.605 1.445
H -2.995 -2.540 -0.556
H 1.049 1.820 -1.692
```

Molecular weight in g mol⁻¹: 90.126
Structure (SMILES): CC=O.NCN
Lowest unoccupied orbital energy in eV: 0.64
Maximum force in eV/Å: 3.48

=====

4.
This record from the OMol25 dataset describes C3H10N2O as an isolated structure at a distorted geometry. The level of theory is the ωB97M-V functional and the def2-TZVPD basis.

Geometry as XYZ:
```
16
Properties=species:S:1:pos:R:3
C 2.060 -0.480 0.427
N -1.063 -0.047 0.468
H -2.519 2.010 -0.148
H 2.938 -1.134 0.351
H -0.894 -0.415 -1.579
C -0.485 0.160 -0.760
H 1.127 -1.321 -1.344
H -3.203 0.670 -0.838
N -2.320 1.123 -0.607
H 0.480 -1.965 0.178
O -0.511 0.831 1.392
H 2.341 0.489 0.008
H 1.856 -0.344 1.490
H 0.065 1.071 -0.970
H -0.767 0.435 2.237
C 0.894 -1.083 -0.305
```

Molecular weight in g mol⁻¹: 90.126
Lowest unoccupied orbital energy (spin up / spin down) in eV: 0.54 / 0.51
Maximum force in eV/Å: 6.20

=====

Copy entry 4 word for word.
This record from the OMol25 dataset describes C3H10N2O as an isolated structure at a distorted geometry. The level of theory is the ωB97M-V functional and the def2-TZVPD basis.

Geometry as XYZ:
```
16
Properties=species:S:1:pos:R:3
C 2.060 -0.480 0.427
N -1.063 -0.047 0.468
H -2.519 2.010 -0.148
H 2.938 -1.134 0.351
H -0.894 -0.415 -1.579
C -0.485 0.160 -0.760
H 1.127 -1.321 -1.344
H -3.203 0.670 -0.838
N -2.320 1.123 -0.607
H 0.480 -1.965 0.178
O -0.511 0.831 1.392
H 2.341 0.489 0.008
H 1.856 -0.344 1.490
H 0.065 1.071 -0.970
H -0.767 0.435 2.237
C 0.894 -1.083 -0.305
```

Molecular weight in g mol⁻¹: 90.126
Lowest unoccupied orbital energy (spin up / spin down) in eV: 0.54 / 0.51
Maximum force in eV/Å: 6.20

=====

Copy entry 4 word for word.
This record from the OMol25 dataset describes C3H10N2O as an isolated structure at a distorted geometry. The level of theory is the ωB97M-V functional and the def2-TZVPD basis.

Geometry as XYZ:
```
16
Properties=species:S:1:pos:R:3
C 2.060 -0.480 0.427
N -1.063 -0.047 0.468
H -2.519 2.010 -0.148
H 2.938 -1.134 0.351
H -0.894 -0.415 -1.579
C -0.485 0.160 -0.760
H 1.127 -1.321 -1.344
H -3.203 0.670 -0.838
N -2.320 1.123 -0.607
H 0.480 -1.965 0.178
O -0.511 0.831 1.392
H 2.341 0.489 0.008
H 1.856 -0.344 1.490
H 0.065 1.071 -0.970
H -0.767 0.435 2.237
C 0.894 -1.083 -0.305
```

Molecular weight in g mol⁻¹: 90.126
Lowest unoccupied orbital energy (spin up / spin down) in eV: 0.54 / 0.51
Maximum force in eV/Å: 6.20

=====

Q: The highest maximum force belongs to which entry?
A: number 4

=====

Q: Which formula does entry 3 have?
A: C3H10N2O